Run P
The following is a quantum chemistry calculation of C6H9NO2S in the gas phase, from OMol25.

```
19
Properties=species:S:1:pos:R:3:mulliken_charge:R:1
C 1.0729 -0.2332 -1.3552 -1.347
C 1.4059 -0.1139 -0.0367 0.946
C 2.1299 -1.0917 0.7680 -1.308
S 1.1023 1.4860 0.7655 -0.151
C -0.4574 2.0883 -0.0752 -0.224
N -1.4120 1.5248 -0.6177 -0.423
C -1.5502 0.1115 -0.6590 -0.727
C -1.9345 -0.6986 0.5944 0.575
O -2.4237 -1.7768 0.4597 -0.558
O -1.7347 -0.1872 1.7986 -0.464
H 0.5296 0.5696 -1.7701 0.611
H 1.3184 -1.1072 -2.0809 0.252
H 1.6571 -2.0031 0.7250 0.323
H 2.2438 -0.5569 1.7253 0.417
H 3.0946 -1.2413 0.3555 0.336
H -0.6688 3.1089 0.0482 0.441
H -2.3209 0.0082 -1.4721 0.483
H -0.9365 -0.5146 -0.9794 0.446
H -1.1157 0.6272 1.8061 0.371
```

Results
Structure (SMILES) ... C=C(C)S/C=N\CC(=O)O
HOMO energy ... -9.20 eV
Orbital gap ... 9.62 eV
Lowest unoccupied orbital energy ... 0.4 eV

Run Q
The following is a quantum chemistry calculation of 2 unconnected molecules or ions with the total composition C6H9NO2S, from OMol25.

```
19
Properties=species:S:1:pos:R:3:mulliken_charge:R:1
C -1.3860 -0.7516 -0.2538 0.239
C -0.2860 -1.4949 0.2743 -0.708
C 0.9586 -1.0661 0.3913 0.948
C 3.9872 0.2699 -0.5564 -1.011
C -5.1747 1.3516 0.1142 -0.717
C 3.2867 -0.6472 0.4494 -0.235
N -2.3186 -0.0052 0.1180 -0.333
O 0.5967 -0.8547 1.6204 -0.445
O 2.1211 -1.0623 -0.1840 -0.259
S -4.2379 1.0150 -1.4144 -0.085
H -1.2287 -0.6695 -1.3387 0.234
H 5.0567 0.2463 -0.6143 0.370
H 3.6555 -0.2051 -1.5392 0.266
H 3.5829 1.3414 -0.5687 0.267
H -6.0504 0.8114 0.4318 0.312
H -5.3272 2.3743 0.1349 0.293
H -4.3569 1.0965 0.9171 0.251
H 3.1489 -0.2449 1.4552 0.336
H 3.9722 -1.5049 0.5628 0.276
```

Results
HOMO energy (spin up / spin down) ... -8.33 / -8.33 eV
Orbital gap (spin up / spin down) ... 6.56 / 6.56 eV
Lowest unoccupied orbital energy (spin up / spin down) ... -1.8 / -1.8 eV

What should be chosen as the least stable of them? Choose run Q.

Run P
The following is a quantum chemistry calculation of H2O2Si2 in the gas phase, from OMol25.

```
6
Properties=species:S:1:pos:R:3:mulliken_charge:R:1
O -0.6424 0.5434 0.0521 -0.009
O 0.7685 -1.5198 -0.9824 -0.516
Si -0.4287 -1.0378 -0.1260 0.414
Si 0.2298 2.1148 0.1690 0.186
H -1.4701 -1.8101 0.6663 -0.018
H 1.5429 1.7096 0.2210 -0.056
```

Results
HOMO energy ... -9.38 eV
Orbital gap ... 8.28 eV
Lowest unoccupied orbital energy ... -1.1 eV

Run Q
The following is a quantum chemistry calculation of H2O2Si2 in the gas phase, from OMol25.

```
6
Properties=species:S:1:pos:R:3:mulliken_charge:R:1
O 1.0022 -2.0089 -0.4257 -0.492
O -0.5384 -0.2599 0.8303 -0.063
Si 0.9280 -0.7803 0.4410 0.542
Si -1.8049 -0.9865 0.0264 0.149
H 1.8205 0.1851 1.0205 -0.045
H -1.8182 0.0212 -1.0628 -0.092
```

Results
HOMO energy ... -8.79 eV
Orbital gap ... 8.38 eV
Lowest unoccupied orbital energy ... -0.4 eV

Run R
The following is a quantum chemistry calculation of H2O2Si2 in the gas phase, from OMol25.

```
6
Properties=species:S:1:pos:R:3:mulliken_charge:R:1
O 0.3141 0.5631 -0.4834 -0.345
O -1.5979 -0.5223 1.1262 -0.543
Si -1.0843 0.4810 0.1155 0.494
Si 2.1191 -0.2081 0.4268 0.499
H -1.6974 1.3058 -0.8119 -0.079
H 1.9463 -1.6196 -0.3733 -0.026
```

Results
HOMO energy ... -10.23 eV
Orbital gap ... 8.23 eV
Lowest unoccupied orbital energy ... -2.0 eV

What should be chosen as the least stable of them? Choose run R.

Run P
The following is a quantum chemistry calculation of a molecular structure, C43H37F11KN7O4, from OMol25.

```
103
Properties=species:S:1:pos:R:3:mulliken_charge:R:1
K 0.2802 0.0933 0.5340 0.583
C -2.8881 -0.9199 -0.2828 -1.030
N -2.4763 0.3056 0.3719 1.666
C -3.0493 1.4754 -0.2853 -1.515
C -2.3429 1.8145 -1.5977 -0.064
N -1.0318 2.3539 -1.3212 -0.551
C -0.2395 2.5412 -2.3571 0.269
C 1.0447 3.1379 -2.1216 0.009
F 1.3712 3.4457 -0.8537 -0.505
C 1.9801 3.3896 -3.0864 0.553
F 3.1847 3.8977 -2.7414 -0.455
C 1.7324 3.1170 -4.4323 0.539
F 2.6816 3.3293 -5.3843 -0.449
C 0.5097 2.5605 -4.7347 0.510
F 0.2143 2.2567 -6.0235 -0.436
C -0.4333 2.2966 -3.7553 0.371
F -1.6173 1.7921 -4.2374 -0.513
C -2.8015 0.2028 1.7900 -1.243
C -2.2223 1.2615 2.7231 -0.917
N -0.7955 1.0887 2.8906 0.061
C -0.1902 1.7090 3.8728 -0.543
C -0.6852 2.5886 4.8934 0.643
F -2.0062 2.9331 4.9387 -0.380
C 0.1080 3.1858 5.8515 0.014
F -0.4726 3.9856 6.7760 -0.356
C 1.4743 2.9867 5.9001 0.853
F 2.2439 3.5461 6.8717 -0.392
C 2.0247 2.1589 4.9228 -0.421
F 3.3623 1.9551 4.9133 -0.415
C 1.2347 1.5396 3.9941 0.276
F 1.8537 0.7605 3.0772 0.000
H -3.9624 -1.1376 -0.1199 0.311
H -2.3085 -1.7555 0.1068 0.214
H -2.7288 -0.8490 -1.3575 -0.015
H -2.9508 2.3316 0.3814 0.262
H -4.1321 1.3090 -0.4570 0.340
H -2.9871 2.5256 -2.1422 0.467
H -2.3277 0.9120 -2.2242 -0.182
H -2.4286 -0.7690 2.1268 0.243
H -3.9056 0.1734 1.9139 0.338
H -2.7789 1.1567 3.6635 0.461
H -2.4765 2.2613 2.3466 0.407
C 0.7281 -1.5799 6.4289 -1.745
C 2.1847 -1.8668 6.0853 0.347
C 3.0612 -0.7921 6.7118 -0.603
C 4.5143 -0.9648 6.3270 -1.502
C 4.6521 -1.0063 4.8366 1.000
C 5.8009 -0.5694 4.2177 -0.947
C 5.9007 -0.6030 2.8339 0.243
F 7.0572 -0.1537 2.2728 -0.407
C 4.8881 -1.0604 2.0438 -0.709
C 3.7147 -1.5222 2.6518 0.667
C 2.6190 -1.9941 1.7682 0.898
O 2.7445 -1.9472 0.5442 -0.696
C 1.4654 -2.4977 2.4717 0.944
C 1.4491 -2.4463 3.8254 -1.051
N 2.4035 -1.9082 4.6260 0.568
C 3.5888 -1.4842 4.0436 -0.416
C 0.2018 -3.0103 1.7962 -0.733
O -0.3540 -4.0057 2.2822 -0.851
O -0.1797 -2.3129 0.8263 -0.057
H 0.6610 -1.3833 7.5009 0.464
H 0.0545 -2.4021 6.2060 0.556
H 0.3841 -0.6910 5.8990 0.288
H 2.4806 -2.8465 6.4935 0.140
H 2.9342 -0.8459 7.7949 0.569
H 2.6993 0.1852 6.3889 -0.210
H 4.8999 -1.8971 6.7602 0.368
H 5.1227 -0.1526 6.7262 0.454
H 6.6214 -0.1757 4.8019 0.477
H 4.9485 -1.0617 0.9687 0.373
H 0.5833 -2.8578 4.3204 0.521
O 2.5000 0.7006 -1.1066 -0.509
C 3.0580 0.2837 -2.1100 0.412
C 4.5476 0.0552 -2.1847 -1.267
C 4.8579 -1.4461 -2.1369 -0.158
C 3.9955 -2.2792 -3.0814 -0.580
C 3.8395 -1.6556 -4.4604 -0.773
C 2.9301 -0.4021 -4.4956 -0.777
N 2.3652 -0.0202 -3.2262 1.343
H 5.0019 0.5785 -1.3441 0.523
H 4.9394 0.4937 -3.1079 0.360
H 4.7111 -1.8058 -1.1199 -0.134
H 5.9160 -1.5831 -2.3890 0.459
H 3.0119 -2.4350 -2.6334 -0.100
H 4.4425 -3.2723 -3.1834 0.645
H 3.4415 -2.3996 -5.1549 0.351
H 4.8316 -1.3894 -4.8426 0.412
H 2.0745 -0.5839 -5.1487 0.382
H 3.4678 0.4444 -4.9408 0.200
H 1.3551 0.0019 -3.1290 -0.607
N -4.1375 -2.8990 -5.4484 -0.602
C -3.2868 -2.7616 -4.6870 -0.005
C -2.2074 -2.6102 -3.7516 0.372
C -2.0257 -3.5421 -2.7264 -0.387
C -0.9694 -3.3492 -1.8623 -1.341
C -0.1280 -2.2568 -2.0744 -0.201
N -0.3017 -1.3673 -3.0458 0.373
C -1.3362 -1.5347 -3.8638 -0.649
H -2.7094 -4.3717 -2.6091 0.485
H -0.7952 -3.9736 -0.9994 0.446
H 0.6844 -2.1124 -1.3707 0.841
H -1.4787 -0.7790 -4.6262 0.525
```

Results
Net charge ... -2
HOMO energy ... -1.53 eV
Orbital gap ... 5.42 eV
Lowest unoccupied orbital energy ... 3.9 eV

Run Q
The following is a quantum chemistry calculation of a molecular structure, C43H37F11KN7O4, from OMol25.

```
103
Properties=species:S:1:pos:R:3:mulliken_charge:R:1
K 0.0749 0.3666 -0.9482 1.159
C 0.5589 0.2323 -4.3283 -0.601
N -0.5330 -0.4052 -3.6250 1.661
C -0.5788 -1.8402 -3.8841 -1.281
C 0.5688 -2.6474 -3.2609 -0.474
N 0.5090 -2.8077 -1.8311 0.102
C -0.2347 -3.7617 -1.3077 0.348
C -1.1171 -4.7144 -1.9088 0.230
F -1.3417 -4.7004 -3.2591 -0.423
C -1.8193 -5.6746 -1.2040 0.038
F -2.6327 -6.5213 -1.8754 -0.352
C -1.7150 -5.7933 0.1651 0.651
F -2.3989 -6.7445 0.8533 -0.364
C -0.8703 -4.8966 0.8148 0.138
F -0.7276 -4.9930 2.1544 -0.380
C -0.1760 -3.9435 0.1199 -0.020
F 0.6463 -3.1406 0.8247 -0.368
C -1.7911 0.2438 -3.9771 -0.762
C -2.9132 0.0943 -2.9565 -0.993
N -2.6672 0.9908 -1.8478 0.170
C -3.6378 1.2878 -1.0078 -0.154
C -4.9976 0.8374 -0.9502 0.413
F -5.4556 -0.0924 -1.8374 -0.368
C -5.9166 1.2696 -0.0140 -0.004
F -7.1783 0.7866 -0.0554 -0.349
C -5.5846 2.1831 0.9661 0.651
F -6.4959 2.6197 1.8751 -0.368
C -4.2742 2.6449 0.9794 0.178
F -3.9069 3.5386 1.9248 -0.355
C -3.3612 2.2168 0.0529 -0.115
F -2.1065 2.7149 0.1473 -0.303
H 0.4578 0.1336 -5.4285 0.290
H 0.5812 1.2943 -4.0751 0.103
H 1.5113 -0.2057 -4.0325 -0.181
H -1.5171 -2.2255 -3.4862 0.443
H -0.5983 -2.0168 -4.9815 0.162
H 0.6213 -3.6004 -3.8103 0.525
H 1.5089 -2.1278 -3.4855 -0.658
H -1.5886 1.3139 -4.0547 0.083
H -2.1297 -0.1009 -4.9747 0.285
H -3.8502 0.3073 -3.4912 0.440
H -2.9816 -0.9562 -2.6358 0.363
C 1.5418 3.3016 5.6002 -1.524
C 1.3793 1.8237 5.9479 0.222
C 0.3583 1.6848 7.0722 -1.000
C -0.0674 0.2401 7.2704 -1.074
C -0.6666 -0.2659 5.9913 1.022
C -1.7247 -1.1450 5.9626 -0.923
C -2.1997 -1.6166 4.7435 0.094
F -3.2403 -2.4828 4.7694 -0.386
C -1.6428 -1.2424 3.5546 -1.332
C -0.5753 -0.3362 3.5644 0.519
C 0.0332 0.0395 2.2608 1.353
O -0.5022 -0.3270 1.2241 -1.062
C 1.2739 0.7961 2.3730 0.379
C 1.6463 1.2337 3.5948 -0.951
N 0.9754 1.0406 4.7715 0.355
C -0.1002 0.1667 4.7784 -0.360
C 2.2000 1.2427 1.2210 -0.221
O 3.4070 0.9869 1.3774 -0.807
O 1.6429 1.8860 0.3044 -0.504
H 1.7254 3.8694 6.5149 0.420
H 0.6279 3.6745 5.1348 0.378
H 2.3686 3.4878 4.9179 0.459
H 2.3425 1.4310 6.2989 0.170
H -0.5211 2.2876 6.8256 0.380
H 0.7975 2.1024 7.9807 0.408
H -0.7839 0.1486 8.0886 0.418
H 0.8069 -0.3653 7.5371 0.318
H -2.1837 -1.4900 6.8813 0.468
H -1.9946 -1.6225 2.6047 0.767
H 2.5727 1.7881 3.6756 0.583
O 2.3047 -0.2990 -1.4471 -0.114
C 3.4307 -0.6688 -1.7054 -0.219
C 4.0460 -1.8160 -0.9452 -0.699
C 3.9342 -3.1096 -1.7564 -0.123
C 4.4756 -2.9549 -3.1853 -0.552
C 5.6914 -2.0274 -3.2440 -0.742
C 5.3150 -0.5524 -3.4369 -0.877
N 4.1504 -0.0756 -2.7066 -0.004
H 3.4858 -1.8942 -0.0165 0.284
H 5.0825 -1.5823 -0.6919 0.453
H 2.8830 -3.4102 -1.7785 -0.292
H 4.4907 -3.8955 -1.2359 0.492
H 3.6913 -2.5512 -3.8321 0.076
H 4.7287 -3.9380 -3.5887 0.547
H 6.3397 -2.2887 -4.0851 0.354
H 6.2961 -2.1572 -2.3442 0.340
H 5.0851 -0.4188 -4.4991 0.361
H 6.1883 0.0758 -3.2232 0.312
H 3.6470 0.6965 -3.1167 0.364
N -4.0131 6.1671 -3.6088 -0.607
C -3.1179 5.7196 -3.0412 0.038
C -1.9771 5.1768 -2.3650 0.307
C -1.3617 5.8835 -1.3299 -0.314
C -0.2496 5.3281 -0.7346 -0.975
C 0.2187 4.0987 -1.1935 -0.553
N -0.3700 3.4274 -2.1774 0.022
C -1.4508 3.9430 -2.7419 -0.001
H -1.7635 6.8354 -1.0082 0.438
H 0.2517 5.8210 0.0871 0.432
H 1.0684 3.6109 -0.7265 0.783
H -1.9396 3.3519 -3.5063 0.345
```

Results
Net charge ... -2
HOMO energy ... -1.40 eV
Orbital gap ... 5.09 eV
Lowest unoccupied orbital energy ... 3.7 eV

What should be chosen as the least stable of them? Choose run Q.